11
Properties=species:S:1:pos:R:3 method="wB97M-V/def2-TZVPD" gap_ev="3.0 / 7.0" relative_energy_ev=0.041 total_charge=-1 multiplicity=2 homo_energy_ev="1.00 / -3.11" e_lumo_ev="4.0 / 3.9"
C -1.59224 -0.46274 0.79568
N -0.93658 0.64105 1.21011
H -1.15504 -1.16351 0.10078
H -2.59753 -0.80854 1.08937
H -1.46980 1.32702 1.73352
H 0.81464 0.57265 -0.07599
H 1.41902 1.50314 0.78119
O 1.72912 0.83418 0.15277
H 1.24059 -1.49207 -1.66711
H 0.51114 -0.46346 -2.57630
O 0.42150 -0.98999 -1.77572